# 1
Molecular formula: C3H2FN3O
Method: DFT, ωB97M-V/def2-TZVPD

Output
DFT total energy in Eh: -454.80543
SMILES string: [H]/N=c1\nnc(F)co1
ΔE to the lowest compared entry with this formula, charge and spin in kcal/mol: 58.73
Net charge: 0
Frontier orbital gap in eV: 8.50

Structure (XYZ):
```
10
Properties=species:S:1:pos:R:3:forces:R:3
C 1.49301 -0.12052 0.00129 -0.179 0.508 0.015
C 0.85435 1.05519 -0.00218 0.408 0.383 -0.032
C -1.17936 -0.11547 -0.00714 0.785 0.086 0.074
H 1.31067 2.05896 -0.01317 -0.208 -0.779 0.025
H -2.78701 -1.02002 0.02189 -0.031 -0.011 -0.061
N -2.42284 -0.07169 0.00135 -0.471 0.011 0.038
N -0.42865 -1.33447 -0.00845 0.252 -0.045 0.046
N 0.82842 -1.32208 0.00384 -0.402 0.039 -0.049
O -0.48789 1.08397 0.00246 -0.158 -0.164 -0.057
F 2.81930 -0.21386 0.00012 0.004 -0.028 0.002
```
Positions in Å, forces in eV/Å.


# 2
Molecular formula: C3H2FNO
Method: DFT, ωB97M-V/def2-TZVPD

Output
DFT total energy in Eh: -345.34097
SMILES string: Fc1cnco1
ΔE to the lowest compared entry with this formula, charge and spin in kcal/mol: 6.96
Net charge: 0
Frontier orbital gap in eV: 10.48

Structure (XYZ):
```
8
Properties=species:S:1:pos:R:3:forces:R:3
C 0.96701 0.00829 -0.04362 0.588 0.446 -0.120
C 0.05364 1.03689 -0.05304 2.554 0.444 0.425
C -1.00913 -0.75602 0.03410 0.622 -0.829 -0.682
H 0.16934 2.10330 0.03977 0.404 -0.069 -0.228
H -1.60178 -1.62637 0.06244 -1.386 -0.217 0.046
N -1.17592 0.50429 -0.00055 -1.996 -0.400 0.269
O 0.27865 -1.14522 -0.06483 1.247 0.218 0.578
F 2.31820 -0.12516 0.02573 -2.033 0.408 -0.289
```
Positions in Å, forces in eV/Å.


# 3
Molecular formula: C3H2FNO2
Method: DFT, ωB97M-V/def2-TZVPD

Output
DFT total energy in Eh: -420.58084
SMILES string: Oc1cnc(F)o1
ΔE to the lowest compared entry with this formula, charge and spin in kcal/mol: 12.38
Net charge: 0
Frontier orbital gap in eV: 9.06

Structure (XYZ):
```
9
Properties=species:S:1:pos:R:3:forces:R:3
C 0.52140 -0.58829 -0.75214 -1.081 0.595 1.871
C 0.38890 -1.29304 0.40512 0.947 -0.591 -2.020
C -0.49814 0.56474 0.73235 -0.259 -1.263 0.041
H 1.11831 0.17469 -2.36831 -0.208 -3.008 1.093
H 0.83556 -2.24539 0.57882 -0.099 -0.427 0.218
N -0.32044 -0.59371 1.34267 -0.542 3.936 -0.690
O 1.00798 -0.78039 -1.94587 1.054 2.440 -2.557
O -0.08874 0.64444 -0.58211 -0.046 -0.676 1.961
F -1.05975 1.69042 1.14473 0.232 -1.006 0.083
```
Positions in Å, forces in eV/Å.


# 4
Molecular formula: C3H2FNOS
Method: DFT, ωB97M-V/def2-TZVPD

Output
DFT total energy in Eh: -743.48972
ΔE to the lowest compared entry with this formula, charge and spin in kcal/mol: 31.08
Net charge: 0
Frontier orbital gap in eV: 9.09

Structure (XYZ):
```
9
Properties=species:S:1:pos:R:3:forces:R:3
C -0.69325 -0.08997 -0.18980 3.638 -2.695 -0.901
C 0.47309 1.26679 0.96521 1.263 2.294 2.301
C 0.67949 -0.45357 -0.12859 -2.458 -1.387 -3.410
H -0.91705 -1.98561 -1.24227 -1.228 0.915 0.020
H 0.63137 2.26134 1.67930 -0.645 -3.162 -2.220
N 1.40691 0.39991 0.59884 -1.518 1.224 -0.058
O -0.80808 0.98630 0.52939 0.608 1.708 1.374
F 1.11785 -1.39411 -1.15850 -0.104 1.873 3.005
S -1.89032 -0.99107 -1.05358 0.444 -0.769 -0.111
```
Positions in Å, forces in eV/Å.


# 5
Molecular formula: C3H2FNOS2
Method: DFT, ωB97M-V/def2-TZVPD

Output
DFT total energy in Eh: -1141.67332
SMILES string: Fc1nc(S)c(S)o1
ΔE to the lowest compared entry with this formula, charge and spin in kcal/mol: 39.13
Net charge: 0
Frontier orbital gap in eV: 8.72

Structure (XYZ):
```
10
Properties=species:S:1:pos:R:3:forces:R:3
C 0.54652 -0.62320 -0.14437 -2.249 2.774 -2.343
C 0.22570 0.02417 1.77725 3.366 -0.865 0.056
C -0.18155 0.57214 -0.27467 1.834 -1.664 3.296
H 0.80721 -0.47943 -2.50321 0.431 -2.185 2.240
H -2.41852 0.75632 -1.25046 -0.465 -0.838 0.758
N 0.80288 -0.98799 1.07042 -1.181 1.643 4.371
O -0.20277 1.09692 1.13508 -0.563 -2.520 -0.273
F 0.51210 0.07719 3.08003 -1.100 0.533 -1.285
S 1.06286 -1.53692 -1.43494 0.364 0.456 -3.951
S -1.15444 1.10081 -1.45513 -0.438 2.666 -2.868
```
Positions in Å, forces in eV/Å.


# 6
Molecular formula: C3H2FO2Sr
Method: DFT, ωB97M-V/def2-TZVPD

Output
2S+1: 2
DFT total energy in Eh: -395.89357
ΔE to the lowest compared entry with this formula, charge and spin in kcal/mol: 0.00
Net charge: +2
<S²>: 0.756
Frontier orbital gap (alpha / beta) in eV: 6.85 / 7.37

Structure (XYZ):
```
9
Properties=species:S:1:pos:R:3:forces:R:3
H 1.34277 -2.83691 -0.11746 0.222 -0.040 -0.014
F -0.67138 0.97700 -1.38242 -0.253 0.044 -0.085
O -0.64647 1.75171 0.64908 -0.562 1.850 0.249
O 0.72885 -2.51702 -0.80715 -0.919 -0.117 0.408
C -0.36362 0.82708 -0.11147 0.755 -1.044 0.432
C 0.33794 -0.36151 0.24940 -1.426 0.304 0.313
C 0.14724 -1.41673 -0.57928 1.610 -0.058 -0.901
H 0.66467 -0.48653 1.28510 0.168 0.147 -0.333
Sr -1.54000 4.06291 0.81419 0.406 -1.087 -0.068
```
Positions in Å, forces in eV/Å.


# 7
Molecular formula: C3H2FeO3
Method: DFT, ωB97M-V/def2-TZVPD

Output
2S+1: 6
DFT total energy in Eh: -1604.81921
ΔE to the lowest compared entry with this formula, charge and spin in kcal/mol: 25.04
Net charge: -1
<S²>: 8.756
Frontier orbital gap (alpha / beta) in eV: 5.77 / 8.35

Structure (XYZ):
```
9
Properties=species:S:1:pos:R:3:forces:R:3
O 0.74487 -0.19857 1.55900 0.086 -0.498 -0.134
O -0.07711 0.59681 -0.26558 -0.343 -0.479 -0.532
O 0.21023 -1.63376 -0.08210 0.496 -0.480 0.176
C 0.58975 1.22557 1.83150 -0.196 0.634 0.051
C 0.04184 1.64717 0.67415 0.484 0.237 0.316
C 0.31402 -0.48721 0.35999 -0.305 1.421 0.656
H -1.01302 -1.25980 -2.75886 0.125 -0.297 0.260
Fe -0.56174 -2.51404 -1.61756 -0.444 -0.137 -0.944
H -0.24884 2.62383 0.29946 0.096 -0.400 0.152
```
Positions in Å, forces in eV/Å.


# 8
Molecular formula: C3H2I2
Method: DFT, ωB97M-V/def2-TZVPD

Output
DFT total energy in Eh: -710.79518
ΔE to the lowest compared entry with this formula, charge and spin in kcal/mol: 8.62
Net charge: 0
Frontier orbital gap in eV: 8.57

Structure (XYZ):
```
7
Properties=species:S:1:pos:R:3:forces:R:3
C 1.59843 0.02619 0.88825 -2.269 0.108 -1.703
C 0.65263 0.05030 0.17120 -0.845 -0.078 -1.208
C -0.54493 -0.04243 -0.58383 -2.512 0.756 -1.882
I -1.87285 1.78251 -0.07625 0.724 -1.073 -0.136
I -1.56901 -1.91093 -0.06929 0.255 0.656 -0.211
H 2.41706 0.03280 1.42903 3.420 0.017 2.377
H -0.68133 0.06155 -1.75910 1.227 -0.387 2.763
```
Positions in Å, forces in eV/Å.


# 9
Molecular formula: C3H2IN
Method: DFT, ωB97M-V/def2-TZVPD

Output
DFT total energy in Eh: -467.66589
ΔE to the lowest compared entry with this formula, charge and spin in kcal/mol: 153.15
Net charge: 0
Frontier orbital gap (alpha / beta) in eV: 7.08 / 6.21

Structure (XYZ):
```
7
Properties=species:S:1:pos:R:3:forces:R:3
C -1.74688 0.18080 0.36800 -1.132 0.887 0.026
C -0.79063 -0.70150 0.52974 2.293 -0.859 -1.343
C 1.23385 0.20047 -0.68037 -1.371 -0.169 1.802
N -2.68309 0.85713 0.15051 0.065 0.156 -0.016
I 3.12104 -0.18665 -0.10358 -0.195 -0.058 -0.385
H -0.21527 -1.18275 1.28316 0.070 0.169 0.431
H 1.08097 0.83250 -1.54747 0.271 -0.126 -0.515
```
Positions in Å, forces in eV/Å.


# 10
Molecular formula: C3H2IO2S
Method: DFT, ωB97M-V/def2-TZVPD

Output
DFT total energy in Eh: -961.81011
ΔE to the lowest compared entry with this formula, charge and spin in kcal/mol: 25.29
Net charge: -1
Frontier orbital gap (alpha / beta) in eV: 6.25 / 6.25

Structure (XYZ):
```
9
Properties=species:S:1:pos:R:3:forces:R:3
C 1.42641 -0.60163 1.80775 -0.330 -0.873 -0.844
C 0.39925 -0.55043 1.15059 0.284 1.112 1.417
C -0.78754 -0.16207 0.55953 -2.444 0.503 -0.669
O -1.06671 1.78222 -2.57729 0.315 -1.493 0.255
O 1.25009 1.45214 -2.07317 -0.599 -1.266 0.054
S -0.04626 0.78481 -2.22246 0.054 2.545 0.435
I -1.86991 -2.01437 0.03370 0.030 0.113 -0.152
H 2.30993 -1.05882 2.13705 0.719 0.142 0.457
H -1.61526 0.36815 1.18432 1.971 -0.783 -0.953
```
Positions in Å, forces in eV/Å.


# 11
Molecular formula: C3H2MnO2
Method: DFT, ωB97M-V/def2-TZVPD

Output
2S+1: 6
DFT total energy in Eh: -1416.01708
ΔE to the lowest compared entry with this formula, charge and spin in kcal/mol: 103.64
Net charge: +2
<S²>: 8.755
Frontier orbital gap (alpha / beta) in eV: 5.61 / 5.36

Structure (XYZ):
```
8
Properties=species:S:1:pos:R:3:forces:R:3
O -0.20481 0.94984 0.74823 1.686 2.807 1.491
C 0.75237 0.25962 0.19932 -5.772 -2.267 0.646
C -1.49934 -0.34603 0.00754 -0.888 -3.105 -1.231
O 1.90995 0.52592 -0.02586 2.081 0.799 -0.156
C -0.27438 -0.73443 0.49023 1.840 0.373 -0.372
Mn 3.38285 0.19385 -1.06197 1.081 -0.064 -0.409
H -1.71536 -0.51356 -1.05194 -0.323 0.429 -0.040
H -2.35128 -0.33521 0.69445 0.295 1.029 0.070
```
Positions in Å, forces in eV/Å.


# 12
Molecular formula: C3H2N2
Method: DFT, ωB97M-V/def2-TZVPD

Output
DFT total energy in Eh: -224.83805
SMILES string: C#CNC#N
ΔE to the lowest compared entry with this formula, charge and spin in kcal/mol: 99.86
Net charge: 0
Frontier orbital gap in eV: 10.16

Structure (XYZ):
```
7
Properties=species:S:1:pos:R:3:forces:R:3
C 0.02817 0.38432 -1.17289 0.873 -0.703 2.085
C 0.40002 0.04578 -0.11154 1.244 -3.090 7.061
C 1.37637 0.63615 1.94974 1.493 1.518 0.545
N 2.02991 1.58311 2.02132 -0.136 0.345 0.723
N 0.85060 -0.47570 1.51461 -2.305 -0.371 -5.501
H -0.35114 0.66159 -2.03013 -1.485 1.312 -3.932
H 0.15975 -1.02782 2.05923 0.316 0.989 -0.981
```
Positions in Å, forces in eV/Å.


# 13
Molecular formula: C3H2N2
Method: DFT, ωB97M-V/def2-TZVPD

Output
DFT total energy in Eh: -224.81037
ΔE to the lowest compared entry with this formula, charge and spin in kcal/mol: 117.23
Net charge: 0
Frontier orbital gap in eV: 7.75

Structure (XYZ):
```
7
Properties=species:S:1:pos:R:3:forces:R:3
C -0.86636 -0.04041 -0.00329 1.151 0.140 -0.003
C 1.80037 -0.00091 -0.04161 -5.212 -0.016 0.070
C -3.49639 0.08183 0.02251 -0.838 0.042 0.006
N 0.37634 -0.01859 -0.01032 -2.323 -0.117 -0.028
N -2.33515 -0.04047 0.00803 7.007 -0.030 -0.062
H 2.24172 0.96758 -0.00435 0.120 0.295 0.002
H 2.27947 -0.94904 0.02901 0.096 -0.315 0.015
```
Positions in Å, forces in eV/Å.


# 14
Molecular formula: C3H2N2
Method: DFT, ωB97M-V/def2-TZVPD

Output
DFT total energy in Eh: -224.74908
ΔE to the lowest compared entry with this formula, charge and spin in kcal/mol: 155.69
Net charge: 0
Frontier orbital gap (alpha / beta) in eV: 8.63 / 8.62

Structure (XYZ):
```
7
Properties=species:S:1:pos:R:3:forces:R:3
C 0.15202 1.36055 0.02076 -1.345 0.877 0.397
C -0.92760 0.64955 -0.04297 1.159 1.988 0.170
C 0.82288 0.11693 -0.00354 0.686 -1.621 0.647
N -1.71188 -0.48477 0.05995 -3.372 0.881 0.042
N -0.86635 -1.29111 -0.07798 3.289 -1.815 -0.018
H 1.34793 -0.03913 -0.94522 0.038 -0.719 0.371
H 1.18300 -0.31203 0.98900 -0.455 0.408 -1.609
```
Positions in Å, forces in eV/Å.


# 15
Molecular formula: C3H2N2O
Method: DFT, ωB97M-V/def2-TZVPD

Output
DFT total energy in Eh: -300.18046
SMILES string: N#C[C@H]1NC1=O
ΔE to the lowest compared entry with this formula, charge and spin in kcal/mol: 31.97
Net charge: 0
Frontier orbital gap in eV: 10.85

Structure (XYZ):
```
8
Properties=species:S:1:pos:R:3:forces:R:3
C 0.91630 0.57374 1.14156 -0.498 -1.922 -1.389
C -0.42781 0.29145 -0.96260 -0.866 -1.912 1.329
C 0.55129 -0.29118 0.04069 -2.519 -0.003 -1.262
N 1.19862 1.22942 2.02330 0.428 1.120 1.307
N -0.97035 -0.76557 -0.26838 1.032 1.075 0.417
O -0.60670 1.07734 -1.82124 -0.137 0.493 -0.325
H 1.17444 -1.03475 -0.42710 0.703 0.035 0.745
H -1.83578 -1.08045 0.27377 1.857 1.114 -0.823
```
Positions in Å, forces in eV/Å.


# 16
Molecular formula: C3H2N2O
Method: DFT, ωB97M-V/def2-TZVPD

Output
DFT total energy in Eh: -300.16191
ΔE to the lowest compared entry with this formula, charge and spin in kcal/mol: 43.61
Net charge: 0
Frontier orbital gap in eV: 10.37

Structure (XYZ):
```
8
Properties=species:S:1:pos:R:3:forces:R:3
C -0.23478 1.58079 1.02841 -2.335 -2.914 -3.116
C 0.79509 -1.14390 -0.56452 -2.000 1.866 0.863
C -1.05190 0.32867 -0.16063 -2.180 2.809 0.616
N 0.26953 2.21205 1.83179 0.687 0.862 0.945
N -0.30303 -0.73707 -0.06257 2.418 -1.679 -0.487
O -2.14847 0.45318 -0.64751 2.740 0.499 1.198
H 1.18967 -2.00919 -0.20556 0.634 -2.783 1.131
H 1.48388 -0.68453 -1.21940 0.035 1.340 -1.150
```
Positions in Å, forces in eV/Å.


# 17
Molecular formula: C3H2N2O
Method: DFT, ωB97M-V/def2-TZVPD

Output
DFT total energy in Eh: -299.96350
ΔE to the lowest compared entry with this formula, charge and spin in kcal/mol: 168.11
Net charge: 0
Frontier orbital gap in eV: 9.30

Structure (XYZ):
```
8
Properties=species:S:1:pos:R:3:forces:R:3
C 0.28094 2.01923 0.06171 -0.609 -0.824 0.020
C -0.28256 0.84648 0.02382 2.083 0.996 -1.099
C 0.83334 -0.29031 -0.05064 1.012 0.091 -1.769
N -0.28334 -1.17173 0.09074 -0.798 -2.985 -0.797
N -1.15619 -0.27955 -0.01224 -0.232 2.703 0.917
O -2.35004 -0.19577 0.03385 -1.274 -1.147 -0.128
H 1.53550 -0.51762 -0.93025 -1.602 0.854 0.727
H 1.42235 -0.41074 0.78301 1.421 0.313 2.128
```
Positions in Å, forces in eV/Å.


# 18
Molecular formula: C3H2N2O2
Method: DFT, ωB97M-V/def2-TZVPD

Output
DFT total energy in Eh: -375.44998
SMILES string: O=Cc1ncno1
ΔE to the lowest compared entry with this formula, charge and spin in kcal/mol: 38.62
Net charge: 0
Frontier orbital gap in eV: 10.80

Structure (XYZ):
```
9
Properties=species:S:1:pos:R:3:forces:R:3
O 2.47654 -0.89605 -0.13491 -0.263 0.429 0.172
C 1.70890 -0.23337 0.50952 0.302 -0.243 -0.023
C 0.31309 0.04387 0.05783 -0.195 -0.082 -0.067
N -0.75384 -0.22154 0.74006 0.177 0.115 -0.134
C -1.72818 0.08954 -0.17179 -0.232 0.064 -0.208
N -1.29123 0.53299 -1.31236 -0.340 0.021 0.201
O 0.07747 0.51302 -1.16302 0.381 -0.225 0.006
H 1.93858 0.17329 1.50702 0.114 -0.099 0.022
H -2.78544 -0.02305 0.01109 0.056 0.021 0.031
```
Positions in Å, forces in eV/Å.


# 19
Molecular formula: C3H2N2O2
Method: DFT, ωB97M-V/def2-TZVPD

Output
DFT total energy in Eh: -375.33768
ΔE to the lowest compared entry with this formula, charge and spin in kcal/mol: 109.09
Net charge: 0
Frontier orbital gap (alpha / beta) in eV: 7.45 / 7.28

Structure (XYZ):
```
9
Properties=species:S:1:pos:R:3:forces:R:3
C -0.62034 -0.21665 -1.10535 -1.369 -2.290 -1.683
C 0.19745 0.78477 -1.19626 1.107 0.590 1.256
C 0.83256 0.01584 1.04344 3.693 2.578 -0.978
N -1.01009 -0.87161 -0.03740 -1.128 -1.022 1.655
N -0.42746 -0.42367 1.10160 -0.736 -2.251 2.342
O 0.72120 1.79215 -1.23082 1.275 2.485 -0.739
O 1.59886 0.77772 1.56079 -1.782 -1.489 0.051
H -0.83514 -0.70326 -2.03931 -0.373 -0.071 -0.396
H -0.45704 -1.15529 1.90331 -0.688 1.470 -1.507
```
Positions in Å, forces in eV/Å.


# 20
Molecular formula: C3H2N2O2
Method: DFT, ωB97M-V/def2-TZVPD

Output
DFT total energy in Eh: -375.48927
SMILES string: O=C1N=CNC1=O
ΔE to the lowest compared entry with this formula, charge and spin in kcal/mol: 13.97
Net charge: 0
Frontier orbital gap in eV: 8.61

Structure (XYZ):
```
9
Properties=species:S:1:pos:R:3:forces:R:3
C -0.16728 0.52141 0.88063 -2.088 1.124 1.126
C 0.43431 -0.92381 -0.77362 -1.494 2.912 -3.257
C -0.81612 0.94918 -0.47895 1.239 0.237 -0.341
H 1.16082 -1.06050 1.13949 -0.454 0.157 -0.109
H 0.96853 -1.80133 -1.19133 -0.576 0.740 0.230
N 0.55161 -0.56844 0.48776 2.396 -1.713 4.558
N -0.25670 -0.02067 -1.46090 -0.807 -0.717 0.260
O -0.38867 0.95890 1.99948 0.994 -0.880 -1.944
O -1.48649 1.94526 -0.60255 0.789 -1.860 -0.523
```
Positions in Å, forces in eV/Å.